Entry 1:
{"formula": "C24H28N4O3", "method": "wB97M-V/def2-TZVPD", "lumo_energy_ev": 0.61, "homo_energy_ev": -8.6, "de_lowest_ev": 1.229, "energy_ha": -1376.1515, "elements": ["C", "O", "C", "C", "C", "N", "C", "O", "C", "C", "C", "O", "N", "C", "C", "C", "C", "C", "C", "C", "C", "C", "C", "N", "C", "C", "C", "C", "C", "C", "N", "H", "H", "H", "H", "H", "H", "H", "H", "H", "H", "H", "H", "H", "H", "H", "H", "H", "H", "H", "H", "H", "H", "H", "H", "H", "H", "H", "H"], "xyz": [[-1.463, -4.383, 2.804], [-2.581, -4.234, 1.964], [-2.317, -3.555, 0.759], [-1.458, -4.353, -0.229], [-1.416, -3.693, -1.604], [-0.878, -2.352, -1.525], [-1.521, -1.289, -2.038], [-2.528, -1.359, -2.711], [-0.855, 0.051, -1.714], [-0.925, 0.364, -0.198], [0.375, -0.059, 0.484], [0.581, -1.251, 0.679], [1.250, 0.891, 0.844], [2.461, 0.489, 1.548], [3.669, 0.453, 0.649], [4.739, 1.314, 0.852], [5.837, 1.276, 0.009], [5.871, 0.382, -1.047], [4.808, -0.482, -1.254], [3.714, -0.449, -0.408], [1.117, 2.302, 0.514], [1.793, 2.653, -0.819], [-0.321, 2.677, 0.446], [-0.837, 3.848, 0.673], [-2.182, 3.704, 0.420], [-3.217, 4.628, 0.496], [-4.486, 4.192, 0.174], [-4.735, 2.875, -0.217], [-3.724, 1.938, -0.299], [-2.450, 2.372, 0.027], [-1.229, 1.739, 0.057], [-1.844, -4.717, 3.767], [-0.934, -3.431, 2.930], [-0.759, -5.130, 2.420], [-3.300, -3.361, 0.320], [-1.826, -2.595, 0.977], [-0.440, -4.434, 0.157], [-1.873, -5.357, -0.326], [-0.794, -4.293, -2.279], [-2.417, -3.613, -2.035], [-0.137, -2.203, -0.848], [-1.395, 0.827, -2.260], [0.182, 0.034, -2.059], [-1.729, -0.246, 0.241], [2.621, 1.183, 2.378], [2.272, -0.512, 1.947], [4.715, 2.016, 1.673], [6.665, 1.949, 0.176], [6.725, 0.356, -1.706], [4.834, -1.185, -2.072], [2.889, -1.130, -0.557], [1.592, 2.883, 1.311], [2.858, 2.440, -0.780], [1.647, 3.711, -1.015], [1.350, 2.084, -1.634], [-3.022, 5.645, 0.794], [-5.312, 4.885, 0.221], [-5.745, 2.583, -0.466], [-3.916, 0.924, -0.615]], "forces_ev_per_angstrom": [[0.01, -0.02, 0.00], [-0.15, -0.11, 0.05], [0.10, -0.03, -0.22], [-0.20, 0.30, 0.13], [-0.08, -0.28, -0.08], [0.18, -0.36, 0.18], [0.54, 0.39, 0.00], [-0.41, 0.08, -0.19], [-0.27, -0.15, -0.07], [-0.04, -0.38, -0.17], [-0.41, 0.10, 0.10], [0.06, -0.31, -0.04], [0.08, 0.04, 0.32], [0.11, -0.29, 0.10], [0.13, 0.02, 0.10], [-0.10, -0.12, 0.05], [0.10, 0.05, -0.04], [0.09, 0.05, -0.02], [-0.04, -0.04, -0.05], [-0.01, 0.01, 0.03], [0.08, 0.40, -0.38], [0.07, 0.09, 0.19], [-0.15, 0.13, 0.21], [0.63, 0.21, 0.13], [-0.23, -0.64, -0.25], [0.06, -0.10, -0.01], [-0.08, 0.16, 0.03], [-0.07, -0.11, -0.02], [0.01, -0.16, -0.03], [-0.23, 0.61, 0.10], [0.18, 0.29, 0.19], [0.10, 0.00, 0.02], [0.02, 0.00, 0.02], [0.01, 0.03, 0.03], [0.09, 0.06, -0.05], [-0.08, -0.05, -0.03], [0.05, -0.11, 0.03], [0.05, -0.04, 0.01], [-0.17, 0.02, 0.01], [0.13, -0.07, 0.02], [-0.10, 0.18, -0.08], [0.04, -0.11, 0.05], [0.00, 0.05, -0.01], [0.26, 0.10, 0.02], [-0.03, -0.05, -0.06], [0.04, 0.23, 0.02], [-0.02, 0.08, 0.09], [0.07, 0.06, 0.01], [0.07, 0.00, -0.05], [0.00, -0.06, -0.07], [-0.12, -0.09, -0.02], [-0.16, -0.12, -0.05], [0.04, 0.00, -0.06], [-0.01, 0.10, -0.05], [-0.06, -0.06, -0.08], [0.02, 0.13, 0.04], [-0.06, 0.06, 0.00], [-0.08, -0.03, -0.02], [-0.06, -0.12, -0.06]]}

---

Entry 2:
{"formula": "C7H6O", "method": "wB97M-V/def2-TZVPD", "lumo_energy_ev": 0.01, "homo_energy_ev": -8.7, "de_lowest_ev": 7.231, "energy_ha": -345.2595, "elements": ["C", "C", "C", "C", "C", "C", "C", "H", "H", "H", "H", "H", "H", "O"], "xyz": [[-0.291, -0.275, 0.184], [0.451, 1.070, 0.219], [1.786, 0.977, -0.103], [2.045, -0.569, -0.339], [0.818, -1.164, -0.351], [-1.457, 0.052, -0.680], [-2.912, 0.141, -0.666], [-1.556, -0.926, 1.388], [0.328, 2.045, 0.741], [2.441, 1.821, -0.105], [2.946, -1.215, -0.595], [0.432, -2.185, -0.624], [-4.263, 0.657, -0.571], [-0.768, -0.429, 1.501]], "forces_ev_per_angstrom": [[0.67, 3.44, -0.34], [4.05, 1.68, 0.23], [-2.45, -3.44, 0.30], [-1.19, -0.18, -1.10], [-0.36, -1.09, 0.56], [-12.31, 0.48, -0.15], [7.08, 0.72, 0.54], [-1.28, -0.81, 0.29], [-1.58, -0.93, -0.53], [0.60, -0.03, 0.06], [-1.01, 1.59, 0.31], [1.31, 0.92, 0.31], [5.23, -1.77, -0.71], [1.22, -0.57, 0.23]]}

---

Q: Number 1 is which compound?
A: C24H28N4O3